Entry from the OMol25 dataset: a 2-piece molecular cluster, C5H12N3 overall (wB97M-V/def2-TZVPD).

relative energy (zero: lowest compared OMol25 entry of this formula, charge and spin)	289.89	kJ/mol
charge	+1
HOMO level	-11.61	eV

Cartesian coordinates (Å):
H -0.504 1.091 1.741
N -1.478 -0.668 2.622
N -0.512 -0.350 -1.716
N 1.829 0.000 1.043
C 0.735 -0.603 1.690
H -2.313 -0.713 2.056
H 0.102 -1.155 -1.622
C -0.398 0.028 1.992
H -0.439 1.762 -1.993
C 0.132 0.853 -2.114
C -1.713 -0.444 -1.287
H 1.959 -0.090 -2.607
H -2.311 0.448 -1.164
H 1.853 1.722 -2.916
H -2.073 -1.443 -1.077
H -1.740 -0.241 3.499
H 2.714 -0.418 1.274
H 0.938 -1.607 2.029
H 1.845 1.005 1.119
C 1.374 0.822 -2.567